1.
# C27H24GeN3O3PdS

C27H24GeN3O3PdS as an isolated structure in a non-equilibrium geometry (ωB97M-V/def2-TZVPD, the OMol25 dataset).

Last column: Mulliken charge in e.
Positions of all 60 atoms, in Å:
Pd (0.271, 0.243, 0.206)  0.03
O (-1.034, -1.602, -0.250)  -0.75
N (-2.054, -1.814, 0.517)  0.56
C (-2.687, -2.995, 0.389)  -0.32
C (-3.800, -3.323, 1.123)  -0.64
C (-4.296, -2.404, 2.045)  -0.16
C (-3.636, -1.208, 2.189)  -0.84
C (-2.492, -0.896, 1.441)  0.50
S (-1.676, 0.577, 1.705)  -0.48
H (-2.243, -3.647, -0.349)  0.41
H (-4.268, -4.282, 0.980)  0.38
H (-5.172, -2.624, 2.636)  0.36
H (-3.964, -0.463, 2.894)  0.39
C (2.438, 0.166, 3.473)  -1.58
Ge (2.048, -0.500, 1.614)  2.05
C (3.618, 0.176, 0.557)  0.51
C (3.403, 0.632, -0.737)  -0.05
C (4.428, 1.178, -1.488)  -0.92
C (5.703, 1.269, -0.955)  -0.44
C (5.935, 0.814, 0.332)  -0.63
C (4.899, 0.280, 1.077)  -0.37
C (2.456, -2.475, 1.716)  0.25
C (2.623, -3.073, 2.943)  -0.49
C (2.890, -4.442, 3.081)  -0.80
C (3.035, -5.229, 1.972)  -0.81
C (2.862, -4.674, 0.687)  0.99
C (3.003, -5.470, -0.467)  -0.84
C (2.802, -4.940, -1.709)  -0.48
C (2.396, -3.605, -1.839)  -1.20
C (2.247, -2.808, -0.736)  -0.14
C (2.520, -3.297, 0.559)  -0.08
H (3.420, -0.146, 3.820)  0.44
H (1.697, -0.141, 4.207)  0.44
H (2.421, 1.248, 3.406)  0.25
H (2.395, 0.583, -1.163)  0.27
H (4.235, 1.553, -2.486)  0.41
H (6.509, 1.718, -1.528)  0.35
H (6.928, 0.882, 0.761)  0.37
H (5.083, -0.051, 2.090)  0.25
H (2.556, -2.465, 3.835)  0.36
H (2.996, -4.869, 4.072)  0.37
H (3.279, -6.282, 2.061)  0.34
H (3.263, -6.514, -0.340)  0.35
H (2.930, -5.558, -2.587)  0.38
H (2.190, -3.222, -2.826)  0.43
H (1.876, -1.792, -0.856)  0.28
C (2.979, 5.331, 0.441)  -0.94
N (1.896, 4.501, -0.023)  0.21
C (1.026, 4.912, -0.975)  0.18
C (0.084, 4.093, -1.482)  -1.06
C (0.056, 2.720, -1.015)  0.76
O (-0.633, 1.825, -1.535)  -0.71
N (0.853, 2.409, 0.033)  0.01
C (1.765, 3.213, 0.570)  -0.01
O (2.495, 2.923, 1.501)  -0.70
H (2.891, 6.334, 0.023)  0.32
H (3.936, 4.892, 0.147)  0.28
H (2.959, 5.382, 1.532)  0.27
H (1.137, 5.939, -1.305)  0.26
H (-0.620, 4.404, -2.236)  0.43

Summary:
Multiplicity: 1
Net charge: -1
DFT total energy, Eh: -4036.316727
HOMO energy (alpha / beta), eV: -3.6932 / -4.0261
M, g mol⁻¹: 649.6

=====

2.
# C27H24MoN10O3S4

C27H24MoN10O3S4 as an isolated structure in a non-equilibrium geometry (ωB97M-V/def2-TZVPD, the OMol25 dataset).

Last column: Löwdin spin population.
Positions of all 69 atoms, in Å:
Mo (-0.061, 0.182, 0.743)  1.64
O (3.078, 2.565, 1.706)  0.00
C (2.382, 1.692, 1.293)  0.00
N (1.042, 1.819, 0.839)  -0.01
C (0.439, 3.078, 0.558)  0.01
O (1.002, 4.115, 0.428)  0.00
C (-1.068, 2.955, 0.449)  0.01
C (-1.850, 4.066, 0.254)  0.00
C (-3.229, 3.915, 0.237)  0.01
C (-3.767, 2.656, 0.446)  0.00
C (-2.915, 1.587, 0.629)  0.02
N (-1.583, 1.726, 0.616)  0.02
C (2.840, 0.247, 1.263)  0.01
C (4.157, -0.082, 1.458)  0.00
C (4.521, -1.422, 1.411)  0.02
C (3.547, -2.374, 1.160)  0.00
C (2.240, -1.968, 0.977)  0.02
N (1.883, -0.677, 1.043)  0.02
H (-1.360, 5.021, 0.115)  0.00
H (-3.876, 4.767, 0.069)  0.00
H (-4.836, 2.495, 0.463)  0.00
H (-3.297, 0.588, 0.784)  0.00
H (4.868, 0.715, 1.632)  0.00
H (5.553, -1.717, 1.562)  0.00
H (3.788, -3.427, 1.095)  0.00
H (1.454, -2.674, 0.755)  0.00
N (0.862, 1.436, 5.841)  0.00
N (0.119, 1.006, 4.779)  0.01
N (-1.171, 0.740, 4.897)  0.00
C (-1.445, 0.303, 3.684)  0.01
N (-0.364, 0.307, 2.897)  0.01
N (0.650, 0.768, 3.642)  0.01
H (0.282, 1.888, 6.531)  0.00
H (1.687, 1.932, 5.538)  0.00
H (-2.422, -0.039, 3.376)  0.00
O (-0.137, -0.123, -1.032)  0.13
C (-0.192, -0.364, -2.482)  0.01
C (-1.635, -0.648, -2.854)  0.00
C (-2.677, -0.976, -2.043)  0.00
C (-3.902, -1.168, -2.755)  0.00
C (-3.748, -0.976, -4.090)  0.00
S (-2.142, -0.558, -4.492)  0.00
C (0.750, -1.513, -2.805)  0.01
C (2.053, -1.589, -2.414)  0.00
C (2.711, -2.760, -2.887)  0.00
C (1.881, -3.540, -3.635)  0.00
S (0.322, -2.864, -3.767)  0.00
C (0.288, 0.901, -3.159)  0.00
C (1.198, 1.020, -4.162)  0.00
C (1.312, 2.362, -4.651)  0.00
C (0.491, 3.222, -4.002)  0.00
S (-0.446, 2.419, -2.814)  0.00
H (-2.586, -1.102, -0.971)  0.00
H (-4.842, -1.443, -2.289)  0.00
H (-4.490, -1.066, -4.875)  0.00
H (2.542, -0.805, -1.852)  0.00
H (3.753, -2.997, -2.702)  0.00
H (2.109, -4.471, -4.136)  0.00
H (1.771, 0.184, -4.549)  0.00
H (1.980, 2.657, -5.452)  0.00
H (0.370, 4.287, -4.156)  0.00
N (-0.406, -2.762, 3.399)  0.00
C (-1.260, -3.015, 2.410)  0.01
N (-2.047, -4.077, 2.501)  0.01
S (-1.392, -2.049, 0.996)  0.02
H (-0.345, -3.353, 4.214)  0.00
H (0.285, -2.046, 3.283)  0.00
H (-2.019, -4.707, 3.288)  0.00
H (-2.704, -4.268, 1.763)  0.00

Summary:
Multiplicity: 3
⟨S²⟩: 2.014
Net charge: +2
DFT total energy, Eh: -3477.071356
HOMO energy (alpha / beta), eV: -13.0400 / -13.0448
M, g mol⁻¹: 760.8

=====

3.
# C27H24N4P2S2Tl

C27H24N4P2S2Tl as an isolated structure (ωB97M-V/def2-TZVPD, the OMol25 dataset).

Last column: Mulliken charge in e.
Positions of all 60 atoms, in Å:
Tl (1.445, 3.917, -0.142)  0.79
S (2.492, 1.900, 1.903)  -0.53
P (1.003, 0.745, 1.262)  1.60
C (-0.144, 1.776, 0.397)  -0.34
P (-1.768, 1.397, -0.009)  0.10
S (-1.413, 2.747, 1.457)  -0.27
C (-2.301, 1.894, -1.629)  0.67
C (-3.643, 1.766, -1.991)  -0.53
C (-4.048, 2.175, -3.249)  -0.66
C (-3.120, 2.697, -4.141)  -0.44
C (-1.783, 2.814, -3.784)  -0.89
C (-1.367, 2.417, -2.524)  0.11
C (-2.653, -0.059, 0.517)  0.67
C (-3.243, -0.132, 1.776)  -0.33
C (-3.896, -1.295, 2.152)  -0.74
C (-3.945, -2.377, 1.286)  -0.46
C (-3.350, -2.306, 0.032)  -0.80
C (-2.709, -1.143, -0.362)  -0.24
C (0.259, -0.168, 2.632)  0.52
C (-0.205, -1.473, 2.464)  -0.34
C (-0.806, -2.134, 3.524)  -0.81
C (-0.967, -1.492, 4.744)  -0.48
C (-0.519, -0.189, 4.910)  -0.75
C (0.102, 0.471, 3.860)  -0.62
C (1.520, -0.514, 0.074)  0.41
C (2.465, -1.452, 0.490)  -0.37
C (2.897, -2.438, -0.382)  -0.82
C (2.393, -2.488, -1.677)  -0.61
C (1.459, -1.554, -2.096)  -0.68
C (1.022, -0.568, -1.223)  -0.29
H (-4.362, 1.349, -1.296)  0.46
H (-5.087, 2.085, -3.536)  0.41
H (-3.441, 3.013, -5.125)  0.40
H (-1.064, 3.214, -4.486)  0.45
H (-0.325, 2.497, -2.236)  0.11
H (-3.184, 0.709, 2.453)  0.41
H (-4.362, -1.355, 3.126)  0.45
H (-4.455, -3.283, 1.585)  0.43
H (-3.394, -3.151, -0.641)  0.44
H (-2.259, -1.079, -1.346)  0.43
H (-0.091, -1.979, 1.514)  0.36
H (-1.149, -3.153, 3.395)  0.44
H (-1.433, -2.012, 5.570)  0.43
H (-0.636, 0.309, 5.863)  0.44
H (0.486, 1.474, 3.997)  0.36
H (2.857, -1.410, 1.500)  0.45
H (3.623, -3.169, -0.053)  0.47
H (2.734, -3.256, -2.359)  0.41
H (1.078, -1.583, -3.109)  0.45
H (0.323, 0.181, -1.572)  0.24
N (4.992, 0.727, -0.202)  -0.28
C (5.090, 0.388, -1.494)  0.75
N (6.100, -0.414, -1.870)  -0.38
N (4.263, 0.789, -2.442)  -0.74
C (3.280, 1.583, -2.129)  0.61
N (2.387, 2.298, -1.921)  -0.56
H (5.620, 0.341, 0.481)  0.22
H (4.171, 1.202, 0.157)  -0.02
H (6.836, -0.674, -1.240)  0.20
H (6.222, -0.574, -2.855)  0.26

Summary:
Multiplicity: 1
Net charge: +1
DFT total energy, Eh: -2913.747319
HOMO energy, eV: -10.7609
M, g mol⁻¹: 735.0

=====

The lowest DFT total energy belongs to which entry? C27H24GeN3O3PdS